(1)
ORCA calculation (ωB97M-V/def2-TZVPD) on a structure of composition C28H26N2OPtSSi.

Element x y z (Å)
Pt 0.05501 -0.44369 0.44062
S 4.21261 -1.72679 1.49165
C 4.31229 -0.95448 -0.08374
C 5.44330 -0.72295 -0.84220
C 5.30510 -0.13267 -2.09431
C 4.03936 0.18080 -2.57782
C 2.90315 -0.05954 -1.82072
C 3.03345 -0.59266 -0.54101
N 2.02133 -0.88034 0.34271
C 2.48062 -1.56960 1.44909
C 1.53062 -1.95319 2.40092
C 1.76522 -2.66001 3.59914
C 0.72869 -2.88396 4.48172
C -0.55300 -2.40352 4.21440
C -0.79890 -1.71274 3.02418
C 0.20927 -1.51119 2.10561
H 6.42034 -1.00393 -0.47005
H 6.18145 0.05711 -2.69925
H 3.93388 0.60458 -3.56883
H 1.91931 0.13616 -2.22224
H 2.76333 -3.01715 3.82496
H 0.91822 -3.42538 5.40029
H -1.35254 -2.54976 4.92899
H -1.78764 -1.31644 2.83850
C -1.81949 -3.29669 0.07882
Si -2.91287 -1.80222 0.19263
C -4.14121 -2.02691 1.58747
C -3.82045 -1.60124 -1.43177
N -1.90242 -0.30624 0.34791
C -2.40857 0.90736 -0.10478
C -3.72426 1.32338 0.13501
C -4.16696 2.56712 -0.27298
C -3.30803 3.42326 -0.94913
C -2.00352 3.03442 -1.22124
C -1.57107 1.79163 -0.80314
O -0.30050 1.30356 -1.07291
C 0.70739 2.24832 -1.33663
C 1.47853 2.70526 -0.28779
C 2.53212 3.56289 -0.56954
C 2.78766 3.95181 -1.87684
C 1.98941 3.48592 -2.91261
C 0.93742 2.62159 -2.64605
H -2.44594 -4.16146 -0.16019
H -1.29257 -3.49647 1.01108
H -1.07577 -3.18478 -0.71165
H -4.83501 -2.81501 1.27960
H -4.73513 -1.14304 1.81918
H -3.65790 -2.36164 2.50486
H -4.34940 -2.52749 -1.66895
H -3.11085 -1.40889 -2.24011
H -4.54884 -0.79040 -1.42356
H -4.38515 0.66749 0.68341
H -5.18094 2.87390 -0.05519
H -3.64806 4.39944 -1.26710
H -1.33082 3.69679 -1.74631
H 1.27362 2.36336 0.71895
H 3.16210 3.91625 0.23573
H 3.61678 4.61302 -2.09027
H 2.19230 3.78441 -3.93263
H 0.31389 2.22261 -3.43587

Results
Energy above the lowest of the compared OMol25 structures with the same formula, charge and spin, kcal per mole: 0.0
2S+1: 3
M, g mol⁻¹: 661.76
Orbital gap (spin up / spin down), eV: 5.34 / 5.24
E_tot, Ha: -2074.33239
<S²>: 2.040
Max |F|, Eh/bohr: 0.002

(2)
ORCA calculation (ωB97M-V/def2-TZVPD) on an isolated molecule of C4H4N2OS.

Element x y z (Å)
H 1.12252 -2.06748 -0.90689
N 0.14994 -1.95452 -0.69045
C -0.14990 -0.79015 -0.29845
C -1.52266 -0.49403 0.07134
C -2.65745 -0.32874 0.40116
N 0.79491 0.27967 -0.08195
S 2.44976 -0.09098 0.09281
C 0.44172 1.63703 -0.20961
O -0.63108 2.03218 -0.56894
H -3.67715 -0.16990 0.70322
H 2.42438 -0.34746 1.42049
H 1.25503 2.29440 0.06727

Results
Energy above the lowest of the compared OMol25 structures with the same formula, charge and spin, kcal per mole: 65.4
2S+1: 1
M, g mol⁻¹: 128.16
Orbital gap, eV: 10.36
E_tot, Ha: -737.66519
SMILES string: [H]/N=C(/C#C)N(S)C=O
Max |F|, Eh/bohr: 0.019

(3)
ORCA calculation (ωB97M-V/def2-TZVPD) on a cluster of 5 separate species, C23H42BO9 in total at a distorted geometry.

Element x y z (Å)
B -3.08898 0.70382 -0.68657
C -2.95366 -0.92491 -0.51528
O -3.57134 -1.48424 0.69260
C -3.24335 -0.75202 1.85596
C -1.83945 -0.76134 2.52511
C -1.54032 0.07335 3.79292
C -2.65458 0.93217 4.44095
C -4.09910 0.95912 3.83215
C -4.35813 0.10879 2.55788
H -4.09798 1.03705 -0.11479
H -2.20473 1.27554 -0.10228
H -3.18911 1.08143 -1.81251
H -3.48896 -1.42047 -1.41046
H -1.83446 -1.19294 -0.63340
H -0.98862 -1.38285 2.07535
H -0.51718 0.07478 4.30836
H -2.50713 1.57929 5.37424
H -4.95878 1.57012 4.25250
H -5.37980 0.07921 2.02721
O 0.27716 2.49376 0.33608
C -0.11176 3.63217 0.44083
O -1.16035 4.06241 -0.28755
C -1.81784 5.31918 -0.08905
C -1.12508 6.42169 -0.86350
C 0.62227 4.61968 1.30489
H -1.91556 5.55092 0.97460
H -2.83378 5.19493 -0.47196
H -0.09962 6.57301 -0.51954
H -1.66749 7.36534 -0.76052
H -1.06704 6.16420 -1.92396
H 1.43153 5.07152 0.72967
H 1.04528 4.08255 2.15750
H -0.01612 5.39644 1.72227
O -0.61014 -7.13002 4.89258
C -0.61735 -6.43598 3.89821
O -0.91150 -5.13000 3.98871
C -0.74808 -4.18330 2.91224
C -1.97300 -4.15908 2.02200
C -0.39754 -7.03632 2.53916
H 0.17279 -4.37285 2.35408
H -0.62755 -3.20465 3.38227
H -2.13771 -5.12561 1.53764
H -1.87244 -3.39680 1.24675
H -2.86864 -3.94383 2.61027
H -1.34672 -7.40371 2.14780
H 0.29626 -7.87522 2.64128
H 0.05763 -6.35100 1.82787
O 1.85289 6.55582 -2.42099
C 1.89584 6.32795 -3.60718
O 0.76034 6.08023 -4.28709
C 0.67676 5.99950 -5.71704
C 0.99491 4.60017 -6.20172
C 3.21138 6.21702 -4.32471
H 1.30056 6.76044 -6.19260
H -0.35673 6.24226 -5.97562
H 2.01912 4.31107 -5.95427
H 0.86742 4.52919 -7.28447
H 0.33636 3.87160 -5.72220
H 3.58759 5.19749 -4.23353
H 3.91917 6.90315 -3.85330
H 3.16397 6.50363 -5.37362
O 1.95295 -3.89754 1.00076
C 2.81056 -4.67769 0.65745
O 3.84285 -4.25719 -0.09945
C 5.00559 -5.04629 -0.38656
C 4.77976 -5.92620 -1.59873
C 2.69403 -6.13963 0.97874
H 5.32357 -5.61455 0.49086
H 5.80862 -4.33743 -0.60248
H 3.97529 -6.64600 -1.42996
H 5.68935 -6.47671 -1.85015
H 4.48648 -5.32072 -2.46012
H 2.09971 -6.63265 0.20838
H 2.18695 -6.23914 1.94064
H 3.65278 -6.64303 1.08842

Results
Charge: -1
2S+1: 1
M, g mol⁻¹: 473.39
Orbital gap, eV: 6.32
E_tot, Ha: -1603.42855
Max |F|, Eh/bohr: 0.094

(4)
ORCA calculation (ωB97M-V/def2-TZVPD) on an isolated molecule of C7H14.

Element x y z (Å)
C 1.00770 0.71922 1.68555
C 1.05290 0.00893 0.35057
C 0.38271 0.56469 -0.88502
C -0.34929 1.88815 -0.87939
C -0.14703 -0.69689 -0.23853
C -1.46750 -0.69532 0.51296
C 0.11198 -1.99688 -0.97690
H 1.79997 1.47440 1.74917
H 1.15300 0.01129 2.51011
H 0.05491 1.22823 1.85816
H 2.00546 -0.48994 0.16900
H 0.92698 0.39125 -1.81430
H -1.07299 1.94056 -1.70081
H 0.35933 2.71563 -1.00107
H -0.89632 2.06762 0.05070
H -1.37889 -1.23638 1.46361
H -2.23989 -1.19660 -0.08174
H -1.83607 0.30919 0.73849
H 1.12001 -2.01636 -1.40710
H 0.01816 -2.86055 -0.30604
H -0.60515 -2.13024 -1.79742

Results
Energy above the lowest of the compared OMol25 structures with the same formula, charge and spin, kcal per mole: 16.5
2S+1: 1
M, g mol⁻¹: 98.19
Orbital gap, eV: 10.53
E_tot, Ha: -275.08993
SMILES string: C[C@@H]1[C@H](C)C1(C)C
Max |F|, Eh/bohr: 0.003

(5)
ORCA calculation (ωB97M-V/def2-TZVPD) on a structure of composition C21H36BaP2Te at a distorted geometry.

Element x y z (Å)
P -0.01743 -1.46949 -3.74136
P 0.14300 1.74833 -3.56841
C -0.32368 -0.46639 -5.27040
C 0.37054 0.90099 -5.21212
H -1.41738 -0.36169 -5.36105
H 0.03952 -1.06060 -6.12353
H 1.45882 0.80669 -5.36461
H -0.02649 1.57650 -5.98573
C -1.53920 2.44427 -3.84877
H -1.76868 3.15028 -3.03867
H -2.29507 1.64391 -3.83893
H -1.57637 2.97104 -4.81562
C 1.20251 3.20898 -3.86941
H 0.87652 3.75724 -4.76684
H 2.23712 2.86107 -4.00300
H 1.14901 3.85954 -2.98623
C -1.06648 -2.93390 -4.03228
H -0.91951 -3.62344 -3.18841
H -0.81067 -3.43186 -4.98060
H -2.11502 -2.60177 -4.05321
C 1.68189 -2.07585 -4.09997
H 2.40451 -1.24695 -4.04381
H 1.73001 -2.53178 -5.10170
H 1.95191 -2.82882 -3.34586
Ba -0.51062 0.21191 4.52676
C 0.62346 1.73953 -0.08946
C -0.69313 1.58569 -0.27762
C -1.46708 0.56755 -1.05430
C -1.88240 -0.71357 -0.27977
C -0.75123 -1.57222 0.17892
C 0.55634 -1.44379 -0.07362
C 1.26272 -0.52524 -1.02144
C 1.74597 0.82013 -0.44765
C 0.02439 -2.43899 4.61716
H 0.94993 2.64835 0.44176
H -1.34335 2.38799 0.09737
H -0.94565 0.24058 -1.97353
H -2.38649 1.05512 -1.42814
H -2.52164 -0.40589 0.56692
H -2.55496 -1.30557 -0.93151
H -1.08007 -2.39863 0.83310
H 1.24073 -2.15057 0.42061
H 0.60451 -0.28453 -1.87521
H 2.12243 -1.06598 -1.45802
H 2.38715 0.63577 0.42705
H 2.41820 1.29129 -1.18742
H 0.89789 -2.74535 5.21344
H 0.21403 -2.61881 3.53682
H -0.84197 -3.03391 4.95189
Te 0.49139 3.15207 5.58315
C 0.25628 1.57293 6.97520
C -1.05505 1.23146 7.39905
C -1.24332 0.05495 8.12466
C -0.15535 -0.77303 8.40955
C 1.11141 -0.50483 7.87791
C 1.32843 0.66865 7.13386
H -1.86821 1.93064 7.14797
H -2.24249 -0.20124 8.49386
H -0.29725 -1.65748 9.03281
H 1.94367 -1.19050 8.04995
H 2.29195 0.93925 6.69843

Results
Energy above the lowest of the compared OMol25 structures with the same formula, charge and spin, kcal per mole: 0.0
2S+1: 1
M, g mol⁻¹: 615.40
Orbital gap, eV: 6.05
E_tot, Ha: -1797.86161
Max |F|, Eh/bohr: 0.023

(6)
ORCA calculation (ωB97M-V/def2-TZVPD) on a cluster of 2 separate species, C6H6FOPS in total at a distorted geometry.

Element x y z (Å)
C 1.51552 0.28266 -0.16998
C 0.82606 0.78124 -1.26821
C 0.91611 -0.09280 1.01921
C -0.56636 0.93008 -1.19100
C -0.48590 -0.09644 1.07281
C -1.16573 0.32721 -0.08164
O -3.07098 -1.47404 0.75616
F -3.00973 -1.24867 -1.90411
P -2.85869 -0.06841 0.07888
S -4.03291 1.29861 0.64702
H 2.55765 0.30319 -0.08400
H 1.50044 1.30323 -1.93476
H 1.48814 -0.52226 1.78123
H -1.28264 1.40871 -1.80801
H -1.00484 -0.66393 1.81847
H -2.94408 -2.15672 0.19837

Results
Energy above the lowest of the compared OMol25 structures with the same formula, charge and spin, kcal per mole: 20.1
2S+1: 1
M, g mol⁻¹: 176.15
Orbital gap, eV: 8.81
E_tot, Ha: -1146.85379
Max |F|, Eh/bohr: 0.103

(7)
ORCA calculation (ωB97M-V/def2-TZVPD) on the ion C2H8N5 with charge +1 at a distorted geometry.

Element x y z (Å)
C 0.10217 1.04041 -0.47319
C -0.40716 2.02073 0.54871
N 1.40717 0.89881 -0.59235
N 2.03759 -0.06488 -0.14891
N 1.22921 -0.95967 0.48000
N -0.05197 -0.72181 0.54260
N -0.76650 -1.72194 -0.40277
H -0.57318 0.86293 -1.43356
H -0.12848 2.93796 0.25024
H 0.14031 1.80867 1.56618
H -1.42626 1.75584 0.79206
H 1.63509 -1.78293 0.92753
H -0.50435 -2.71482 -0.35614
H -0.84927 -1.51220 -1.49978
H -1.84436 -1.84711 -0.20062

Results
Charge: +1
Energy above the lowest of the compared OMol25 structures with the same formula, charge and spin, kcal per mole: 145.4
2S+1: 1
M, g mol⁻¹: 102.12
Orbital gap, eV: 9.87
E_tot, Ha: -354.32495
Max |F|, Eh/bohr: 0.110

(8)
ORCA calculation (ωB97M-V/def2-TZVPD) on a structure of composition C16H12F2N2OPdSe.

Element x y z (Å)
Pd 1.12368 0.85102 0.39104
F -0.52513 4.88279 3.77717
C -0.83499 3.72424 3.10025
C 0.05750 3.21563 2.18797
C -0.22378 2.04623 1.44450
C -1.49187 1.45416 1.72936
C -2.34334 1.99935 2.67149
F -3.53984 1.37989 2.96500
C -2.05619 3.14094 3.39424
C -1.87750 0.26767 0.92719
C -3.12005 0.14841 0.30334
C -3.32908 -0.87749 -0.60250
C -2.29564 -1.76905 -0.85728
C -1.11344 -1.61224 -0.14899
N -0.90332 -0.63205 0.72827
H 0.99169 3.74413 2.04025
H -2.72644 3.53234 4.14510
H -3.88883 0.88128 0.50981
H -4.28088 -0.97142 -1.11459
H -2.39957 -2.57704 -1.57089
H -0.28679 -2.30479 -0.27671
Se 3.19219 -0.20780 -0.53684
C 2.90961 -1.20258 -2.12290
C 3.38261 -2.51489 -2.29112
C 3.22980 -3.17210 -3.49781
N 2.63924 -2.65774 -4.58154
C 2.17080 -1.41263 -4.41972
C 2.27279 -0.67240 -3.25843
H 3.87007 -3.01205 -1.46102
H 3.60521 -4.18882 -3.60101
H 1.67853 -0.97445 -5.28544
H 1.86007 0.32778 -3.21157
O 1.69221 -0.29249 3.16767
H 0.81511 -0.68875 3.08342
H 1.74556 0.14493 2.27228

Results
Charge: -2
Energy above the lowest of the compared OMol25 structures with the same formula, charge and spin, kcal per mole: 3.3
2S+1: 1
M, g mol⁻¹: 471.66
Orbital gap, eV: 4.47
E_tot, Ha: -3530.69663
Max |F|, Eh/bohr: 0.019

(9)
ORCA calculation (ωB97M-V/def2-TZVPD) on a cluster of 2 separate species, C4H12O3 in total at a distorted geometry.

Element x y z (Å)
C -1.05156 -1.39798 -0.65718
O -0.68867 -2.70123 -0.46082
C -0.29239 -0.43293 0.35790
C -1.06630 0.88697 0.44042
C -0.01809 1.98192 0.64312
O 0.99544 1.48701 1.52715
H -0.47184 -1.16465 -1.60504
H -2.13337 -1.35119 -0.70923
H 0.24896 -2.73405 -0.18123
H 0.73643 -0.41273 0.06223
H -0.32173 -0.97617 1.30408
H -1.70519 0.78633 1.31608
H -1.65844 1.11055 -0.44091
H -0.41311 2.92914 1.00217
H 0.53504 2.18382 -0.27726
H 1.05048 2.02162 2.32522
H 2.44329 -1.39256 -1.74046
H 1.82596 -0.26822 -0.99655
O 1.98508 -0.55566 -1.90967

Results
Charge: +1
Energy above the lowest of the compared OMol25 structures with the same formula, charge and spin, kcal per mole: 48.9
2S+1: 2
M, g mol⁻¹: 108.14
Orbital gap (spin up / spin down), eV: 10.82 / 4.98
E_tot, Ha: -384.91752
<S²>: 0.754
Max |F|, Eh/bohr: 0.026

(10)
ORCA calculation (ωB97M-V/def2-TZVPD) on a structure of composition C18H28BBr14O8 at a distorted geometry.

Element x y z (Å)
O 4.55163 -1.05220 0.29883
C 3.40636 -1.01515 -0.13084
O 2.31764 -0.37123 0.33560
B 1.17095 -0.48848 -0.57993
O 1.66532 -1.21863 -1.78594
C 2.98375 -1.57431 -1.51241
O 3.83879 -2.14185 -2.21814
O 0.71462 0.79373 -1.16956
C -0.57624 0.93252 -0.90887
O -1.13761 1.94133 -1.25272
C -1.02054 -0.31202 -0.05024
O -0.02367 -1.13102 -0.05836
O -2.05693 -0.48142 0.55698
Br 0.80241 0.96084 -4.66020
C 1.97255 -0.53856 -3.95916
C 2.77673 -1.11966 -5.09928
Br 3.92195 -2.68404 -4.48249
H 1.23334 -1.22321 -3.54331
H 2.55976 -0.13781 -3.13292
H 3.39643 -0.36308 -5.58056
H 2.21333 -1.74096 -5.79546
Br 2.10562 1.89350 0.55607
C 2.85674 1.47129 2.40845
C 3.71507 0.25439 2.29503
Br 4.63202 -0.08722 4.03554
H 2.05038 1.50128 3.14124
H 3.46574 2.36390 2.55151
H 4.46599 0.42662 1.52395
H 3.14789 -0.62398 1.98702
Br -0.02790 3.54427 0.86737
C -1.03583 3.48981 -0.89021
C -1.08616 4.95040 -1.42023
Br -1.82415 5.09462 -3.24078
H -2.06210 3.23476 -0.62600
H -0.43828 2.87393 -1.56232
H -0.10788 5.38512 -1.62542
H -1.51567 5.69566 -0.75075
Br 0.66494 -1.56174 2.71930
C 0.08894 0.33933 2.38217
C -0.32109 1.08912 3.57253
Br -0.56272 3.02773 3.18015
H -0.72077 0.25424 1.65744
H 0.94427 0.79581 1.88404
H 0.47744 1.08066 4.31441
H -1.32074 0.81123 3.90654
Br 2.00962 -3.23260 1.88194
C 0.24769 -3.51458 0.95882
C 0.46026 -4.08771 -0.40659
Br -1.29956 -4.01531 -1.49197
H -0.19452 -2.53316 0.78748
H -0.39201 -3.90979 1.74792
H 0.72981 -5.14300 -0.44872
H 1.17406 -3.52709 -1.01016
Br -5.84494 -0.78192 0.84999
C -4.42366 -2.05961 1.38555
C -3.27543 -1.97584 0.39308
Br -1.79349 -3.01545 1.20646
H -4.80773 -3.07722 1.31447
H -4.08058 -1.88507 2.40532
H -2.82176 -0.98738 0.32087
H -3.51812 -2.34488 -0.60342
Br -3.73845 2.44430 -1.67370
C -3.33316 1.04091 -0.21378
C -2.69365 1.82552 0.81819
Br -2.63733 0.75408 2.50056
H -2.72401 0.22558 -0.60399
H -4.27500 0.60936 0.12505
H -3.37576 2.65099 1.02171
H -1.69433 2.20013 0.59656

Results
Charge: -1
2S+1: 1
M, g mol⁻¹: 1501.88
Orbital gap, eV: 6.33
E_tot, Ha: -37364.67440
Max |F|, Eh/bohr: 0.339

(11)
ORCA calculation (ωB97M-V/def2-TZVPD) on an isolated molecule of CF3NO3 at a distorted geometry.

Element x y z (Å)
C 1.14428 -0.31130 -0.03747
N -1.44305 0.36797 -0.04442
O -2.37168 -0.33704 -0.00934
O -0.20168 -0.49652 0.04673
O -1.41594 1.53603 0.02709
F 1.54642 0.69217 0.78045
F 1.58825 -0.07925 -1.24032
F 1.76966 -1.45882 0.42334

Results
Energy above the lowest of the compared OMol25 structures with the same formula, charge and spin, kcal per mole: 0.0
2S+1: 3
M, g mol⁻¹: 131.01
Orbital gap (spin up / spin down), eV: 9.02 / 7.95
E_tot, Ha: -617.87042
<S²>: 2.010
Max |F|, Eh/bohr: 0.183